Computed, not measured: an isolated ion of composition C26H27N2O6 and charge -1 at a distorted geometry, with ωB97M-V/def2-TZVPD.

Structure (XYZ):
```
61
C26H27N2O6 | OMol25 | ωB97M-V/def2-TZVPD
C -3.14 3.21 -1.22
C -2.07 2.41 -1.91
O -0.96 2.32 -0.98
C -0.06 1.35 -1.28
O -0.26 0.56 -2.19
C 1.12 1.46 -0.37
C 1.02 2.59 0.32
N 0.75 3.06 1.40
C 0.73 1.91 2.41
C 1.83 0.96 2.46
C 1.69 -0.41 2.00
O 0.77 -0.82 1.33
O 2.74 -1.27 2.29
C 3.63 -0.90 3.36
C 4.85 -1.81 3.26
C 2.95 -1.00 4.72
O 4.10 0.45 3.14
C 3.12 1.41 2.99
O 3.39 2.58 3.19
C -0.64 1.27 2.63
C -0.83 0.62 3.86
C -2.06 0.06 4.19
C -3.15 0.13 3.28
N -4.38 -0.38 3.61
C -4.78 -0.67 4.96
C -5.46 -0.49 2.64
C -2.94 0.78 2.03
C -1.71 1.39 1.76
C 2.38 0.87 -0.81
C 2.48 0.23 -2.06
C 3.70 -0.24 -2.53
C 4.84 -0.19 -1.71
C 4.75 0.41 -0.45
C 3.55 1.01 -0.05
H -3.94 3.42 -1.93
H -3.58 2.63 -0.39
H -2.76 4.15 -0.83
H -2.41 1.40 -2.16
H -1.70 2.91 -2.81
H 0.91 2.52 3.33
H 5.27 -1.75 2.25
H 5.61 -1.49 3.98
H 4.57 -2.84 3.46
H 2.08 -0.33 4.77
H 2.63 -2.04 4.88
H 3.67 -0.72 5.50
H -0.01 0.60 4.58
H -2.18 -0.44 5.15
H -4.05 -0.31 5.69
H -5.75 -0.19 5.17
H -4.92 -1.76 5.09
H -5.06 -0.56 1.62
H -6.03 -1.40 2.87
H -6.14 0.37 2.71
H -3.74 0.85 1.30
H -1.61 1.99 0.87
H 1.59 0.16 -2.68
H 3.76 -0.66 -3.54
H 5.79 -0.60 -2.05
H 5.60 0.45 0.23
H 3.55 1.68 0.81
```

Properties
Net charge = -1
Max |F| = 0.06933 Eh/bohr
DFT total energy = -42665.2302 eV
Frontier orbital gap = 6.66 eV
SMILES = CCOC(=O)C(=C=N[C@H](C1=C([O-])OC(C)(C)OC1=O)c1ccc(N(C)C)cc1)c1ccccc1
E_HOMO = -4.05 eV